1.
A 3-piece molecular cluster, H6S3 overall at a distorted geometry. Source: the OMol25 dataset; level of theory: the ωB97M-V functional and the def2-TZVPD basis.

```
9
Properties=species:S:1:pos:R:3:forces:R:3
S -1.746 3.479 -0.339 -2.7 2.7 -0.4
H -1.552 4.437 0.642 0.3 -1.1 -0.6
H -0.830 2.670 -0.087 2.4 -1.6 1.1
S 2.504 0.490 -0.795 -1.1 0.0 0.0
H 3.159 -0.466 -0.131 -0.2 -0.2 0.1
H 1.217 0.065 -0.479 1.3 0.1 -0.1
S -0.555 -3.162 0.618 0.4 -0.2 -0.2
H -1.880 -3.296 0.795 0.2 -0.3 -0.3
H -0.317 -4.217 -0.225 -0.6 0.5 0.5
```
Forces are in eV/Å.

Properties
E_HOMO: -9.78 eV
Structure (SMILES): S.S.S
Total charge: 0
M: 102.249 g/mol
Energy relative to the best compared isomer or geometry (same formula, charge and spin): 36.3 kJ/mol

Just the Löwdin charges please, in e? Sure, here they are:
1 S 0.500
2 H -0.176
3 H -0.325
4 S 0.434
5 H -0.237
6 H -0.202
7 S 0.436
8 H -0.228
9 H -0.202

2.
One molecule with the formula C23H26N2O3S at a distorted geometry. Source: the OMol25 dataset; level of theory: the ωB97M-V functional and the def2-TZVPD basis.

```
55
Properties=species:S:1:pos:R:3:forces:R:3
C 4.462 2.630 1.091 0.0 -0.1 0.0
C 3.250 2.167 0.339 0.0 0.0 0.0
C 2.193 1.559 1.004 0.1 0.1 0.0
C 1.085 1.105 0.312 0.0 0.0 0.0
C 1.004 1.247 -1.068 0.0 -0.1 -0.1
C 2.058 1.859 -1.734 0.0 0.0 0.0
C 3.167 2.309 -1.040 0.0 0.0 0.1
H 3.980 2.777 -1.578 0.1 0.1 0.0
H 2.014 1.979 -2.807 0.0 0.0 -0.1
C -0.213 0.780 -1.814 -0.1 0.2 0.0
C -1.330 1.834 -1.793 0.0 -0.3 -0.3
N -1.782 2.133 -0.455 0.3 0.1 -0.1
C -2.952 1.683 0.044 0.1 0.3 0.0
O -3.746 1.020 -0.594 -0.3 -0.2 -0.2
C -3.210 2.127 1.462 0.3 -0.4 0.4
H -4.204 1.827 1.787 0.1 0.0 0.0
H -3.111 3.210 1.548 0.1 0.0 0.1
S -1.943 1.457 2.667 -1.0 -0.6 -0.8
O -2.234 2.154 3.918 0.0 0.6 1.1
C -2.699 -0.235 2.866 0.3 0.4 -0.2
C -2.362 -1.063 1.695 -0.8 -0.7 -0.7
C -3.158 -1.716 0.791 0.0 0.6 1.0
O -2.340 -2.327 -0.099 0.1 -0.2 -0.3
C -1.084 -2.021 0.286 -0.1 0.6 1.0
N -1.054 -1.270 1.350 0.6 -0.5 -0.5
C 0.066 -2.452 -0.479 0.2 -0.3 -0.4
C -0.091 -3.150 -1.677 0.0 0.1 0.1
C 1.025 -3.480 -2.419 0.0 0.0 -0.1
C 2.289 -3.111 -1.988 0.0 0.0 0.0
C 2.460 -2.421 -0.794 0.0 -0.1 -0.1
C 1.341 -2.110 -0.038 -0.2 -0.1 -0.1
H 1.443 -1.584 0.897 0.0 0.1 0.1
C 3.816 -1.991 -0.325 0.0 0.0 0.0
H 3.873 -0.903 -0.317 0.1 0.1 0.0
H 4.598 -2.378 -0.974 0.1 0.0 0.0
H 3.997 -2.341 0.690 0.1 0.0 0.1
H 3.152 -3.362 -2.588 0.1 0.0 0.0
H 0.911 -4.022 -3.347 0.0 0.0 -0.1
H -1.081 -3.416 -2.016 -0.1 0.0 0.0
C -4.625 -1.803 0.613 0.2 0.0 -0.3
H -4.962 -0.946 0.028 -0.1 0.0 0.0
H -5.129 -1.796 1.576 0.0 0.0 0.0
H -4.877 -2.713 0.075 -0.1 -0.1 0.0
H -2.227 -0.623 3.770 0.0 0.1 0.0
H -3.770 -0.135 3.018 0.0 0.1 0.1
H -1.122 2.585 0.159 -0.1 0.0 0.1
H -2.198 1.462 -2.342 0.1 0.1 0.0
H -0.976 2.760 -2.258 -0.1 -0.1 0.0
H -0.592 -0.135 -1.362 0.0 0.0 -0.1
H 0.042 0.570 -2.853 0.0 -0.1 0.0
H 0.287 0.612 0.849 0.0 -0.1 0.0
H 2.237 1.437 2.076 0.0 0.0 0.2
H 4.988 3.407 0.542 0.1 0.1 0.0
H 5.149 1.797 1.240 0.1 0.0 0.0
H 4.185 3.014 2.070 0.0 0.1 0.1
```
Forces are in eV/Å.

Properties
E_HOMO: -8.17 eV
Total charge: 0
M: 410.539 g/mol
Energy relative to the best compared isomer or geometry (same formula, charge and spin): 117.8 kJ/mol

Just the Löwdin charges please, in e? Sure, here they are:
1 C -0.052
2 C -0.292
3 C -0.036
4 C -0.069
5 C -0.235
6 C -0.034
7 C -0.048
8 H 0.109
9 H 0.112
10 C -0.114
11 C -0.149
12 N 0.068
13 C -0.547
14 O 0.055
15 C -0.199
16 H 0.102
17 H 0.100
18 S 0.931
19 O -0.529
20 C -0.227
21 C -0.304
22 C -0.241
23 O 0.135
24 C -0.297
25 N 0.188
26 C -0.155
27 C -0.023
28 C -0.071
29 C -0.041
30 C -0.260
31 C 0.010
32 H 0.117
33 C -0.035
34 H 0.073
35 H 0.076
36 H 0.085
37 H 0.108
38 H 0.104
39 H 0.115
40 C 0.009
41 H 0.075
42 H 0.086
43 H 0.089
44 H 0.101
45 H 0.098
46 H 0.127
47 H 0.122
48 H 0.127
49 H 0.098
50 H 0.122
51 H 0.064
52 H 0.116
53 H 0.075
54 H 0.081
55 H 0.078